Formula: C15H17BeNS2
Source: the OMol25 dataset
Level of theory: the ωB97M-V functional and the def2-TZVPD basis

Computed properties:
Total charge = 0
Calculated total energy = -39389.965 eV
Max |F| = 3.301 eV/A
HOMO-LUMO gap (alpha / beta) = 5.30 / 5.31 eV
Spin multiplicity = 1
Energy relative to the best compared isomer or geometry (same formula, charge and spin) = 217.35 kJ/mol

Geometry (Å):
C: 0.72 0.90 -2.17
C: -1.14 -0.13 -4.12
C: 0.85 -0.47 -1.98
H: 0.81 1.63 -1.38
C: -1.02 -1.45 -3.69
H: -2.13 0.24 -4.39
H: 0.92 -0.85 -0.95
H: -1.93 -2.06 -3.61
C: 1.41 -1.45 -2.98
H: 2.03 -2.18 -2.44
H: 2.08 -0.97 -3.72
C: 0.68 1.56 -3.51
H: 1.69 1.90 -3.85
H: 0.11 2.50 -3.39
C: 0.00 0.72 -4.63
H: 0.77 0.14 -5.18
H: -0.40 1.43 -5.37
C: 0.28 -2.22 -3.72
H: 0.61 -2.45 -4.75
H: 0.14 -3.19 -3.22
Be: -0.77 -0.31 -2.47
H: 0.92 1.11 0.16
S: -2.02 0.47 -1.08
C: -1.21 0.99 0.32
N: 0.08 1.03 0.76
C: 0.27 0.99 2.15
C: 1.42 0.50 2.78
C: 1.28 0.00 4.08
C: 0.04 0.06 4.75
C: -1.05 0.69 4.15
C: -0.95 1.06 2.81
S: -2.27 1.31 1.68
H: 2.37 0.47 2.23
H: 2.14 -0.46 4.58
H: -0.07 -0.39 5.73
H: -2.00 0.86 4.67